{"formula": "C2H4ClN2", "method": "ωB97M-V with the def2-TZVPD basis set", "smiles": "C=NC(=[NH2+])Cl", "e_above_lowest_kj_mol": 80.4, "e_tot_ev": -17632.252, "charge": 1, "gap_ha": 0.3569, "symbols": ["C", "N", "C", "N", "Cl", "H", "H", "H", "H"], "xyz": [[-0.4623, -1.7411, 0.1879], [0.2238, -0.6834, 0.2533], [1.1775, 0.1290, -0.0460], [1.0980, 1.6214, 0.0956], [2.8533, -0.3967, -0.0704], [-1.1218, -2.1053, -0.7682], [-0.7019, -2.3328, 0.9979], [0.2266, 2.0715, 0.0808], [1.9090, 2.1751, 0.2105]], "forces_ev_per_angstrom": [[-1.7617, 0.9534, -4.0019], [0.8481, -0.4948, -0.9108], [1.0034, 5.1326, 2.2426], [-0.2083, -6.3994, -0.8491], [-1.6525, 0.0707, -0.4265], [2.1114, 1.2070, 1.7679], [-0.0543, -0.9029, 2.2789], [-1.3055, 0.3835, -0.0027], [1.0193, 0.0497, -0.0983]], "lowdin_charge": [0.1633, 0.0769, -0.5923, 0.1359, 0.7784, 0.1863, 0.0823, 0.0863, 0.0829]}

***

{"formula": "C11H25AgN4O10S", "method": "ωB97M-V with the def2-TZVPD basis set", "e_tot_ev": -53068.743, "charge": 1, "multiplicity": 2, "gap_ha": [0.3074, 0.1483], "symbols": ["Ag", "N", "O", "O", "O", "C", "C", "O", "S", "O", "O", "O", "H", "H", "H", "H", "C", "C", "O", "N", "C", "H", "H", "H", "H", "H", "H", "H", "C", "C", "O", "N", "C", "H", "H", "H", "H", "H", "H", "H", "C", "C", "O", "N", "C", "H", "H", "H", "H", "H", "H", "H"], "xyz": [[-0.0843, -0.1288, -0.7117], [1.6135, 2.5352, 0.9020], [0.9713, 2.7644, 1.8830], [2.4717, 3.3292, 0.5887], [1.3471, 1.6093, 0.1561], [1.1437, -0.0828, 4.2749], [-0.3025, 0.1702, 3.9472], [-0.8539, -1.1264, 3.7875], [0.1716, -1.9464, 2.7093], [-0.2420, -1.6775, 1.3204], [0.3192, -3.3300, 3.1493], [1.4401, -1.0083, 3.2116], [1.2681, -0.6549, 5.1943], [1.9381, 0.6587, 4.3604], [-0.2401, 0.7175, 3.0067], [-0.7709, 0.6937, 4.7807], [-2.3888, 1.2418, -3.2975], [-1.2127, 0.3925, -3.4479], [-0.0997, 0.7343, -3.1298], [-1.3830, -0.8426, -4.0501], [-0.3556, -1.7941, -4.1796], [-3.2759, 0.6140, -3.2145], [-2.5406, 2.0478, -4.0155], [-2.3083, 1.9206, -2.4485], [-2.2739, -1.0970, -4.4523], [-0.8594, -2.7271, -3.9271], [0.5386, -1.5036, -3.6282], [-0.1691, -1.7541, -5.2528], [3.2806, -1.8796, 0.4452], [2.8760, -1.3980, -0.9198], [1.7000, -1.5302, -1.2722], [3.9400, -1.1650, -1.6900], [3.9753, -1.0743, -3.1055], [3.0367, -1.0040, 1.0468], [4.2303, -2.4013, 0.5631], [2.6497, -2.7362, 0.6829], [4.9022, -1.2890, -1.4091], [5.0649, -1.0569, -3.0802], [3.6355, -0.0940, -3.4398], [3.4569, -1.9217, -3.5542], [-4.1235, 0.4733, 1.0135], [-2.7288, 0.9829, 0.6365], [-2.2283, 0.6270, -0.4044], [-2.0401, 1.8526, 1.4180], [-2.5590, 2.4637, 2.6275], [-4.2980, -0.3864, 1.6604], [-4.7213, 0.2568, 0.1282], [-4.6942, 1.2509, 1.5213], [-1.3141, 2.2853, 0.8649], [-2.6493, 1.8557, 3.5277], [-3.4979, 2.9620, 2.3860], [-1.7557, 3.1702, 2.8363]], "forces_ev_per_angstrom": [[-0.0602, -0.3459, -0.4457], [-1.0544, -0.1186, -0.8188], [-0.8570, 0.1129, 1.8727], [1.5557, 0.6767, -0.5631], [0.7331, -0.3999, -0.4000], [0.0806, -1.8711, 0.7769], [1.0231, 1.1700, 0.7833], [0.5661, -1.1373, -1.6620], [-0.7716, 0.0143, 1.5102], [1.1825, -0.1631, 2.8377], [-0.1907, 3.0502, -0.9913], [0.3923, -1.5514, -2.1202], [-0.3759, -0.0686, 0.2426], [-0.5245, 0.4821, -0.8674], [-0.9084, 0.2460, -0.0175], [-0.4999, -0.1151, -0.3864], [-1.5808, 1.2271, 0.4630], [-0.4587, -1.9780, -2.1142], [1.9208, 0.6629, 1.3282], [-1.8063, 2.8178, 1.5034], [0.0059, -0.3731, -1.2982], [-0.1807, 0.3833, 0.0099], [0.2279, -0.6657, -1.0119], [0.1784, -0.7516, 0.5675], [0.0240, 0.2859, 0.2812], [0.9899, -0.4459, 0.1734], [-0.2745, -0.3547, 0.1659], [0.8573, -0.7882, -0.0843], [-0.9926, -0.2686, 0.3472], [1.4775, -2.8268, 0.5551], [0.0605, 1.2545, -0.7497], [-0.7521, 0.3308, 0.6180], [0.5037, 0.9259, -0.0860], [0.5429, -0.4896, 0.9738], [0.5964, 1.1977, -0.1499], [-0.7682, 0.4716, 0.1603], [-0.8727, -0.0932, 1.5607], [0.0213, -0.3209, -2.4542], [-0.2677, -0.2408, -0.3622], [0.3442, 0.1802, -0.3956], [-0.8132, 0.9211, 0.2098], [-1.0432, -0.4164, 1.6714], [0.7604, -0.8405, -1.7805], [-1.1654, -1.3327, -0.1618], [0.8471, 1.0324, -0.4974], [1.0506, -0.1788, 0.0577], [0.5206, 0.0204, -0.3004], [0.1268, 0.2768, 0.0762], [0.1531, 0.2011, 0.5249], [-0.0848, -0.5290, -0.4671], [0.0747, 0.2053, 0.4518], [-0.5141, 0.5186, 0.4630]], "lowdin_charge": [0.8230, -0.5929, 0.1921, 0.2887, 0.1115, -0.1428, -0.2244, -0.1788, 0.7670, -0.3012, -0.2130, -0.2387, 0.1341, 0.1433, 0.0917, 0.1458, -0.0146, -0.5742, -0.0006, -0.0141, -0.0755, 0.0914, 0.0990, 0.0749, 0.1429, 0.0972, 0.0661, 0.0951, 0.0089, -0.5258, -0.0276, -0.0038, -0.0473, 0.0779, 0.0934, 0.0907, 0.1399, 0.0961, 0.0980, 0.1026, 0.0339, -0.4963, -0.0327, 0.0165, -0.0613, 0.0958, 0.0908, 0.0716, 0.1190, 0.0855, 0.0925, 0.0889]}

***

{"formula": "C2H4N2OS", "method": "ωB97M-V with the def2-TZVPD basis set", "smiles": "N/N=C\\C(O)=S", "e_above_lowest_kj_mol": 415.4, "e_tot_ev": -17998.354, "gap_ha": 0.2930, "symbols": ["N", "N", "C", "C", "O", "S", "H", "H", "H", "H"], "xyz": [[1.4072, 0.2176, 0.0596], [0.8973, -1.1891, -0.1596], [-0.4470, -0.9681, -0.0718], [-1.2902, 0.1800, -0.1090], [-0.7715, 1.4699, -0.1343], [-2.8449, -0.2479, 0.0069], [1.4386, 0.4925, 1.1345], [2.4161, 0.5472, -0.3692], [-1.0494, -1.9684, -0.0565], [0.2439, 1.4664, -0.3007]], "forces_ev_per_angstrom": [[3.6487, 1.6778, 0.9782], [-3.6345, 3.9786, 1.0824], [4.3772, -5.6209, -0.8387], [0.7446, 3.0984, 0.6434], [-0.8627, -1.5476, -0.5699], [-0.8796, 1.0252, -0.1116], [0.0428, -1.2731, -2.8957], [-3.1209, -2.1587, 1.3994], [1.3159, 1.9964, -0.1449], [-1.6315, -1.1761, 0.4574]], "lowdin_charge": [-0.1372, 0.0369, -0.2584, -0.8570, -0.0611, 0.7865, 0.1395, 0.1504, 0.1076, 0.0930]}

***

{"formula": "C5H9F", "method": "ωB97M-V with the def2-TZVPD basis set", "smiles": "FC1CCCC1", "e_above_lowest_kj_mol": 110.6, "e_tot_ev": -8046.897, "gap_ha": 0.4238, "symbols": ["F", "C", "C", "C", "C", "C", "H", "H", "H", "H", "H", "H", "H", "H", "H"], "xyz": [[-2.5072, -0.0899, -0.0374], [-1.2166, -0.0861, -0.4523], [-0.2422, -1.1892, 0.1271], [1.1030, -0.6845, -0.0921], [0.9666, 0.8681, -0.1737], [-0.5258, 1.0881, 0.3744], [-1.0957, 0.1461, -1.5289], [-0.3501, -1.3224, 1.2640], [-0.5336, -2.2321, -0.0495], [1.8283, -1.2400, -0.8299], [1.4980, -0.9098, 0.8877], [1.7838, 1.3778, 0.3677], [0.9414, 1.2012, -1.3028], [-0.8879, 2.1109, -0.0205], [-0.7620, 0.9618, 1.4662]], "forces_ev_per_angstrom": [[-1.0735, -0.9600, -0.3871], [2.6540, 1.5550, 2.9023], [-4.1818, -1.9581, 0.9287], [3.3586, -0.3084, -0.3439], [-0.9111, 0.0457, -1.0218], [0.3616, 1.3370, -2.5386], [-0.3941, -0.6140, 0.4543], [-0.5690, 1.1551, -1.3267], [0.4929, 0.0972, -1.2775], [-1.6778, 1.3234, 0.9292], [1.2748, 0.1942, 0.0382], [-0.5394, -0.0924, -0.4050], [0.2408, -0.4185, 2.2398], [0.3873, -1.4700, 0.9418], [0.5767, 0.1138, -1.1337]], "lowdin_charge": [-0.0060, -0.3236, -0.2089, -0.2519, -0.1741, -0.1398, 0.1516, 0.1339, 0.1109, 0.1448, 0.0915, 0.0972, 0.1312, 0.1221, 0.1210]}